Below is the molecule C4H2OS3 at a distorted geometry, with properties calculated with ωB97M-V with the def2-TZVPD basis set.

Geometry as XYZ:
```
10
Properties=species:S:1:pos:R:3
O 2.611 0.833 0.139
C 1.618 0.190 -0.046
C 1.689 -1.267 0.005
S 0.035 -1.940 -0.029
C -0.803 -0.448 -0.031
S -2.331 -0.234 0.071
C 0.166 0.663 -0.168
S -0.277 2.278 -0.022
H 2.164 -1.626 0.885
H 2.090 -1.538 -0.883
```

Properties
Strongest force on any atom (Eh/bohr): 0.072
Energy relative to the best compared isomer or geometry (same formula, charge and spin) (kJ/mol): 0.0
HOMO level (eV): -9.101
2S+1: 1